# 1
C12H30ClN2NaO8 | the ωB97M-V functional and the def2-TZVPD basis

The geometry in ORCA input format:
```
! wB97M-V def2-TZVPD RIJCOSX def2/J DEFGRID3
* xyz 0 1
O -20.2718 -29.9045 19.9077
C -16.9943 -33.0154 18.1891
O -16.4558 -27.6331 16.1063
H -18.0798 -31.3301 21.9787
H -17.0940 -29.2724 23.2419
H -19.8814 -32.6126 17.1780
H -22.0473 -30.7303 19.2858
H -16.1441 -32.3785 17.9551
H -17.0151 -33.7449 17.3672
H -20.6319 -31.4686 21.2354
H -15.5517 -34.6492 21.6958
H -13.5994 -30.1513 20.1746
H -15.6806 -30.8847 22.0717
H -14.4933 -30.4477 18.6819
H -14.5284 -31.6375 20.0575
C -16.5981 -33.9483 19.3979
O -17.8540 -27.5567 18.0280
H -21.1023 -29.9473 17.9918
O -18.5838 -34.3497 22.9908
H -19.9566 -33.1616 18.8507
C -16.6480 -34.6778 21.5941
N -18.2197 -30.3558 21.7359
H -14.9810 -29.2766 22.1633
C -19.3153 -33.1221 17.9651
O -17.7324 -29.5071 16.7606
C -17.2036 -34.5949 23.0111
H -19.7726 -30.2182 23.1335
H -18.4247 -33.2117 24.7043
Na -17.8908 -30.1009 19.2895
Cl -17.7082 -28.0524 16.6689
H -17.0450 -35.6039 23.4263
O -15.7065 -29.8881 20.2785
H -15.5034 -33.9607 19.3833
C -20.5685 -30.3575 21.1739
H -18.0352 -33.4699 20.7104
H -19.0635 -34.8773 24.9140
H -16.9997 -34.9508 19.1715
C -19.0382 -33.9929 24.2563
H -16.6403 -33.8437 23.5790
H -20.0799 -33.6842 24.1730
O -18.1598 -32.3535 18.2710
H -17.4505 -28.4476 21.7380
H -21.9877 -29.0260 19.2556
C -14.5379 -30.5688 19.7602
C -19.5076 -29.8617 22.1399
C -15.7904 -29.8420 21.6870
H -21.5908 -30.0893 21.4952
H -16.8350 -35.6719 21.1425
C -21.3543 -29.9026 19.0407
C -17.1560 -29.4226 22.1440
H -19.6346 -28.7817 22.0729
N -17.0205 -33.5802 20.7162
O -18.8179 -27.6354 15.8718
H -19.0553 -34.1079 17.5769
*
```

HOMO energy = -8.89 eV
Energy above the lowest of the compared OMol25 structures with the same formula, charge and spin = 0.0 kcal/mol

Here are the Mulliken charges for atoms 1 to 4, given in e: number 1, O, carries -0.073; number 2, C, carries -0.752; number 3, O, carries -0.663; number 4, H, carries -0.323

# 2
C12H30CuO16 | the ωB97M-V functional and the def2-TZVPD basis

The geometry in ORCA input format:
```
! wB97M-V def2-TZVPD RIJCOSX def2/J DEFGRID3
* xyz -3 1
O 5.3937 -4.6517 1.4119
H -7.0639 1.7695 -0.7721
O 7.3679 -0.3089 -2.8633
H -0.2239 4.4770 -6.7922
H -2.2435 -6.6761 -6.2892
H 1.1851 5.1381 -4.9763
H 1.7822 3.4904 -6.9669
H -5.1925 -0.0460 -0.6987
O 3.3505 -4.4072 0.7434
O -4.0145 1.0637 0.3856
C 2.2310 5.9788 3.9948
C -1.1991 -3.5161 6.5776
O 1.1147 2.8543 -6.6996
H 2.5402 4.1942 4.8341
H 3.2881 6.2141 3.8712
Cu 1.7723 0.1812 0.7331
O 0.9551 3.3092 -3.8289
O 0.9098 -4.5489 7.2096
C 4.2150 -4.3150 1.6108
C -1.8427 -5.6692 -6.1720
H -1.1485 -2.8357 7.4276
H -0.4439 -6.3744 -4.5964
H -0.8158 3.1725 -5.8361
H 0.5979 6.3033 5.4709
H -0.2081 -6.3247 -7.0860
C -0.4962 -4.6781 7.0870
O 5.3240 -0.3372 -3.3866
O 2.4524 6.8981 6.3077
H 1.8461 3.0047 -4.0161
H -0.5997 -5.5438 6.4328
C 1.5636 6.7292 5.1987
O 2.1344 4.5662 4.0476
C -6.0587 2.0869 -0.4947
H 0.1315 -3.3591 5.3208
O -0.8031 -4.4151 -4.3480
H -2.5880 -4.9079 -6.4020
H -1.9610 -6.0326 -4.0072
O 4.0653 -3.4883 2.5091
O 5.8622 0.5014 -1.5721
O -5.4304 2.5488 -1.7408
C -5.2820 0.7856 0.0002
H -0.9031 -5.1191 7.9969
H 1.3370 7.7173 4.7981
H 2.7061 6.0408 6.6575
H 1.3741 -4.1258 6.4836
H -3.7907 0.2961 0.9170
H 1.8295 6.3292 3.0440
C 0.5181 4.3223 -4.6976
C 6.2001 -0.0290 -2.5907
H -5.7619 0.1723 0.7629
H -0.3297 -4.6174 -3.5378
O -0.7173 -5.5146 -7.0080
C -1.2541 -5.6614 -4.7492
H -4.4826 2.5415 -1.5880
H -0.2742 4.9123 -4.2370
O -0.7581 -3.0003 5.3594
H -2.2768 -3.6784 6.5583
C 0.0942 3.7249 -6.0701
H -5.9782 2.8582 0.2713
*
```

HOMO energy = 3.09 eV
Energy above the lowest of the compared OMol25 structures with the same formula, charge and spin = 280.8 kcal/mol

Here are the Mulliken charges for atoms 1 to 4, given in e: number 1, O, carries -0.659; number 2, H, carries 0.281; number 3, O, carries -0.690; number 4, H, carries 0.295